Computed, not measured: the molecule C13H16, with ωB97M-V/def2-TZVPD.

XYZ file:
```
29
C13H16 | the OMol25 dataset | ωB97M-V/def2-TZVPD
C -2.63729 -0.26512 -1.27473
C -1.79572 0.13776 -0.04547
C -2.02915 1.64156 0.25762
C -2.15548 -0.78258 1.13112
C -0.35995 -0.09962 -0.38553
C 0.82974 0.12710 0.19244
C 1.35754 0.74683 1.40416
C 2.67027 0.73192 1.85563
C 3.52483 -0.24466 1.20415
C 3.20779 -0.74542 -0.01947
C 2.03992 -0.23551 -0.71910
C 1.47744 -0.99441 -1.87611
C 0.13720 -0.86848 -1.67667
H -2.69905 -1.31729 -1.63194
H -2.34791 0.29853 -2.14923
H -3.64790 0.06868 -1.12439
H -1.54056 2.04215 1.04481
H -1.56598 2.17797 -0.68013
H -3.12271 1.98983 0.33527
H -1.79543 -1.78269 0.97331
H -3.19403 -0.91128 1.37939
H -1.74693 -0.28466 1.95094
H 0.60769 1.23205 1.99265
H 2.95122 1.42136 2.66822
H 4.37112 -0.57069 1.83801
H 3.81789 -1.50456 -0.45191
H 2.19057 0.77479 -1.11260
H 2.02920 -1.53842 -2.67865
H -0.57431 -1.24513 -2.40179
```

The strongest force on any atom is 5.20 eV/A. The value obtained for the orbital gap is 0.2886 hartree. The calculation puts the energy relative to the best compared isomer or geometry (same formula, charge and spin) at 48.15 kcal per mole. The LUMO energy is 0.2180 eV. Its structure (SMILES) is CC(C)(C)C1=C2C=CC=C[C@H]2C=C1.